[1]
A single C20H21F2N3O3S molecule in a non-equilibrium geometry. Source: the OMol25 dataset; level of theory: ωB97M-V/def2-TZVPD.

Calculated values
Maximum force in eV/Å: 1.27
ΔE to the lowest compared entry with this formula, charge and spin in kcal per mole: 0.00
Orbital gap in eV: 8.87
SMILES: O=C(NCC1CC1)c1onc(CSc2ccc(F)c(F)c2)c1C(=O)NCC1CC1

Cartesian coordinates (Å):
O -1.6659 1.1376 1.6054
C -1.7767 0.2833 0.7385
N -2.5736 -0.7880 0.8427
H -2.5611 -1.4788 0.1061
C -3.2418 -1.1601 2.0729
C -2.6306 -2.4245 2.6313
C -3.0008 -3.7434 2.0179
C -3.4814 -3.3945 3.3923
H -3.0443 -3.9024 4.2372
H -4.5268 -3.1582 3.5213
H -2.2329 -4.4930 1.9108
H -3.7256 -3.7467 1.2167
H -1.6045 -2.3013 2.9536
H -4.3060 -1.3097 1.8673
H -3.1225 -0.3247 2.7666
C -1.0073 0.3229 -0.5308
C -0.0015 1.1280 -1.0226
C 0.3874 0.4587 -2.2285
N -0.3415 -0.6092 -2.4185
O -1.2074 -0.7036 -1.3885
C 1.5684 0.7279 -3.0643
H 1.7287 1.7949 -3.2043
H 1.5177 0.1874 -4.0067
S 3.0561 0.1578 -2.1165
C 2.3196 -1.2525 -1.3083
C 2.0195 -1.1623 0.0437
C 1.3221 -2.1903 0.6485
C 0.9359 -3.3043 -0.0875
C 1.2643 -3.4035 -1.4277
C 1.9560 -2.3742 -2.0391
H 2.1966 -2.4315 -3.0880
H 0.9578 -4.2769 -1.9799
F 0.2281 -4.2846 0.5010
F 0.9823 -2.0901 1.9461
H 2.2994 -0.2923 0.6166
C 0.5861 2.4314 -0.5931
O 1.2373 3.0981 -1.3797
N 0.3685 2.7620 0.6861
H -0.3182 2.2380 1.2269
C 0.7830 4.0447 1.2151
C -0.3930 4.9861 1.3459
C -0.8928 5.6902 0.1200
C -0.1821 6.4614 1.1892
H -0.7564 7.1300 1.8122
H 0.8181 6.8108 0.9842
H -1.9566 5.8302 0.0024
H -0.3710 5.5093 -0.8071
H -1.1316 4.6579 2.0676
H 1.5218 4.4563 0.5234
H 1.2509 3.8808 2.1914

---

[2]
C40H34BrFN9O5SW as an isolated structure in a non-equilibrium geometry. Source: the OMol25 dataset; level of theory: ωB97M-V/def2-TZVPD.

Calculated values
Maximum force in eV/Å: 1.77
Charge: +3
ΔE to the lowest compared entry with this formula, charge and spin in kcal per mole: 36.19
Orbital gap in eV: 5.23

Cartesian coordinates (Å):
W -2.2476 0.9467 2.4223
N -5.9735 3.3512 2.5308
C -4.7990 2.7940 2.7857
S -4.7323 1.0163 2.7070
N -3.7797 3.5198 3.1299
N -2.5735 2.9257 3.3545
C -1.6996 3.7189 3.9351
C -0.3675 3.3474 4.2714
C 0.5105 4.2596 4.8870
C 1.7779 3.8719 5.2577
C 2.2116 2.5631 5.0429
C 1.3712 1.6431 4.4456
C 0.0875 2.0192 4.0507
O -0.7569 1.1530 3.4850
H -6.7699 2.7742 2.3121
H -6.0948 4.3481 2.6205
H -2.0419 4.7199 4.1858
H 0.1663 5.2628 5.0869
H 2.4345 4.5786 5.7377
H 3.2000 2.2620 5.3611
H 1.6700 0.6165 4.2959
Br 1.0629 -5.6803 -1.7090
C -0.6390 -5.8827 -0.9120
C -0.7854 -5.5692 0.4344
C -2.0419 -5.5976 0.9987
C -3.1492 -5.9613 0.2202
C -2.9645 -6.3848 -1.1014
C -1.7135 -6.3149 -1.6777
N -4.4581 -5.9004 0.6718
N -4.8580 -5.0901 1.4858
C -4.3034 -3.9631 1.9958
C -4.3030 -3.7441 3.3767
C -3.6994 -2.6313 3.9394
C -3.1282 -1.6581 3.1227
O -2.4614 -0.5591 3.5266
C -3.2327 -1.7787 1.7228
N -2.7248 -0.7204 1.0001
C -2.7497 -0.8344 -0.3321
C -3.3069 -1.9175 -0.9965
C -3.8849 -2.9485 -0.2724
C -3.8231 -2.9256 1.1210
H 0.0736 -5.2898 1.0266
H -2.1644 -5.3688 2.0473
H -3.8201 -6.7100 -1.6692
H -1.5736 -6.5858 -2.7122
H -4.7327 -4.4984 4.0165
H -3.6497 -2.5136 5.0096
H -2.3191 -0.0110 -0.8945
H -3.3075 -1.9431 -2.0737
H -4.3897 -3.7480 -0.7897
F 4.2341 -0.4908 -0.0166
C 3.3864 0.3688 -0.6158
C 2.1692 0.5553 -0.0295
C 1.2084 1.3904 -0.6184
C -0.0899 1.5447 -0.0089
O -0.4197 0.8584 1.0231
C -0.9503 2.4809 -0.6523
C -0.5441 3.1226 -1.8038
N 0.6236 2.9037 -2.4011
C 0.9103 3.5750 -3.6481
C -0.1523 3.6342 -4.7035
C 1.0420 2.7560 -4.9020
C 1.5473 2.0556 -1.8221
C 2.8004 1.8416 -2.4024
C 3.7496 0.9821 -1.8439
N 4.9561 0.7550 -2.4611
C 6.1240 0.2221 -1.7940
C 6.2771 -1.2750 -2.0733
N 6.3878 -1.4734 -3.5439
C 5.2286 -0.8755 -4.2567
C 5.0863 0.6112 -3.8928
C -2.3211 2.7875 -0.1226
O -3.0346 3.6162 -0.6132
O -2.6573 2.0351 0.9235
H 1.9324 0.0394 0.8876
H -1.2178 3.8355 -2.2640
H 1.5556 4.4359 -3.5174
H -0.2349 4.5408 -5.2804
H -1.0998 3.1562 -4.5116
H 1.7797 3.0430 -5.6347
H 0.8938 1.6896 -4.8229
H 3.0490 2.3818 -3.3003
H 6.0893 0.4014 -0.7224
H 7.0007 0.7579 -2.1755
H 5.4040 -1.8221 -1.7118
H 7.1649 -1.6666 -1.5763
H 6.4492 -2.4760 -3.7596
H 7.2569 -1.0345 -3.8776
H 4.3288 -1.4185 -3.9588
H 5.3639 -0.9824 -5.3337
H 4.2145 1.0077 -4.4085
H 5.9651 1.1677 -4.2354

---

Computed values of HOMO energy (unit: eV) for the preceding records, in sequence: -8.955, -14.019.
Computed values of total energy (unit: eV) for the preceding records, in sequence: -47962.145, -151078.267.